[1]
Computed, not measured: a structure of composition C14H33F6N4O7PbS2 in a non-equilibrium geometry, with wB97M-V/def2-TZVPD.

Results
Frontier orbital gap ... 9.652 eV
Total charge ... +1
LUMO level ... -2.435 eV
HOMO energy ... -12.088 eV

Geometry (Å):
Pb 0.148 0.137 -0.015
S 1.180 2.860 2.474
S 2.476 0.580 2.650
F -0.493 3.206 0.489
F 1.422 -1.646 3.607
F 2.380 -0.393 5.082
F -0.669 4.684 2.044
F 0.441 0.158 4.312
F -1.447 2.672 2.364
O 3.443 1.386 3.296
O -1.280 -1.149 1.816
O -1.057 -0.503 -2.337
O 0.801 1.824 -2.039
O 2.999 -0.425 1.753
O 2.159 3.661 1.810
O 1.019 2.965 3.884
N 2.560 -0.151 -1.071
N -2.364 0.846 -0.227
N 1.224 1.328 1.908
N 0.795 -2.361 0.430
C -3.011 -0.214 -1.055
C -0.365 -4.572 0.560
C -1.207 -2.577 1.794
C -4.572 -0.050 -1.087
C -0.465 3.418 1.841
C -0.446 -1.084 -3.479
C 0.004 2.289 -3.106
C 4.455 1.407 -1.379
C -2.108 -0.669 2.835
C -0.522 -3.044 0.527
C 2.947 1.262 -1.177
C 1.617 -0.384 4.009
C -2.453 -0.246 -2.445
C 2.203 1.907 -2.315
H -2.036 0.413 2.899
H 0.256 1.746 -4.032
H -1.837 -1.052 3.824
H 0.058 -4.935 -0.381
H 0.315 -0.402 -3.883
H -2.899 -1.090 -2.979
H -3.151 -0.979 2.674
H 0.228 -4.846 1.432
H -1.163 -2.839 -0.338
H -2.925 -1.206 -0.606
H 3.159 -0.635 -0.403
H -5.003 -0.736 -0.360
H -1.124 -1.258 -4.313
H -1.021 2.033 -2.849
H -4.986 -0.336 -2.055
H -2.264 -2.874 1.736
H -2.673 1.714 -0.671
H -2.862 0.855 0.664
H 4.736 2.398 -1.737
H 2.420 2.976 -2.402
H -0.784 -2.983 2.716
H 0.087 -1.986 -3.176
H 1.319 -2.566 1.282
H -1.322 -5.101 0.556
H -4.876 0.969 -0.853
H 1.293 -2.843 -0.317
H -2.682 0.681 -2.986
H 0.131 3.346 -3.356
H 4.961 1.287 -0.416
H 2.726 -0.720 -1.901
H 2.468 1.409 -3.261
H 2.730 1.795 -0.249
H 4.908 0.640 -2.010

Here are the Mulliken charges for atoms 1 to 2, given in e: Pb 2.1262; S 0.8193

---

[2]
Computed, not measured: a structure of composition C42H58AsFeN3O7P in a non-equilibrium geometry, with wB97M-V/def2-TZVPD.

Results
Frontier orbital gap (alpha / beta) ... 5.275 / 5.168 eV
Total charge ... -1
<S²> ... 6.01
LUMO level (alpha / beta) ... 0.647 / 0.639 eV
Multiplicity ... 5
HOMO energy (alpha / beta) ... -4.629 / -4.529 eV

Geometry (Å):
As 1.755 -2.062 -1.511
Fe -0.136 0.020 0.868
P -1.993 -0.981 3.441
O -3.280 -7.717 -0.688
O 3.598 0.522 2.823
O 2.959 1.458 -1.364
O -1.678 -7.790 0.846
O 1.560 -0.072 2.205
O -0.066 2.363 1.482
O 1.266 0.486 -0.324
N -1.339 -0.396 2.147
N -1.598 -1.570 -0.686
N -1.014 0.955 -1.582
C 2.503 0.761 2.338
C -0.754 -2.127 4.407
C -3.586 -1.997 2.962
C -3.804 1.128 3.997
C -4.232 -1.224 1.810
C 0.570 3.176 0.497
C -2.908 2.339 -3.080
C 2.110 1.427 -0.484
C -2.284 0.492 -1.671
C 2.011 2.632 0.479
C 2.210 2.268 1.972
C -2.554 -0.793 -1.172
C 0.844 2.674 2.541
C 0.542 4.569 1.144
C -2.609 0.416 4.638
C 2.418 -1.304 -3.208
C -4.626 -2.292 4.043
C 6.613 -2.542 -2.201
C -2.402 -7.117 -0.103
C -0.966 -5.038 0.218
C 0.732 4.209 2.629
C -2.851 -3.612 -1.240
C 0.307 -1.263 5.088
C 6.871 -3.831 -1.761
C -1.558 2.712 -3.104
C -0.814 -3.687 0.049
C -0.003 -2.934 3.348
C -2.995 -4.958 -1.069
C -3.129 -3.334 2.387
C -1.371 -3.064 5.444
C 6.001 -4.437 -0.870
C -2.980 -0.089 6.032
C 3.400 -1.759 -0.404
C -2.088 -5.712 -0.303
C 4.607 -2.465 -0.865
C -1.781 -2.904 -0.630
C -1.528 1.489 4.765
C 2.102 -3.962 -2.048
C 4.883 -3.759 -0.427
C -3.271 1.220 -2.384
C -0.667 1.980 -2.333
C 5.492 -1.867 -1.758
H -0.588 -3.728 5.817
H -3.963 2.083 4.500
H -4.730 0.566 4.076
H 1.331 -4.273 -2.752
H 2.041 -4.620 -1.184
H -0.191 -5.580 0.753
H -1.050 -7.193 1.268
H -4.216 -2.885 4.858
H 3.031 2.842 2.412
H -5.085 -1.397 4.454
H -1.493 2.069 3.847
H 1.618 4.668 3.065
H 1.082 -1.911 5.498
H 3.557 -0.684 -0.437
H -2.321 -3.164 1.685
H -5.417 -2.884 3.580
H 0.039 3.109 -0.448
H -2.812 -4.031 3.158
H 1.626 -1.331 -3.958
H -0.085 -0.674 5.914
H 2.700 -0.269 -3.039
H -3.568 -3.091 -1.856
H -1.778 -2.523 6.294
H -3.601 -0.977 5.995
H 0.778 -0.619 4.348
H -0.425 5.042 0.964
H 3.276 -1.860 -3.585
H 0.575 2.135 3.441
H -1.772 2.158 5.593
H -4.862 -1.893 1.224
H 6.199 -5.443 -0.522
H -3.577 -1.149 -1.302
H -0.138 4.493 3.223
H -0.613 -3.705 2.893
H 3.074 -4.095 -2.519
H 7.297 -2.065 -2.891
H -3.588 1.324 2.948
H -0.548 1.066 4.947
H -2.093 -0.311 6.619
H -3.953 -3.800 1.845
H 2.742 3.370 0.142
H -4.287 0.848 -2.394
H -3.831 -5.484 -1.509
H -2.155 -3.682 5.021
H 1.326 5.214 0.752
H 0.392 2.219 -2.347
H -3.446 -0.832 1.166
H -3.536 0.690 6.558
H 3.146 -2.038 0.620
H -3.638 2.912 -3.640
H 5.295 -0.857 -2.090
H -1.224 3.541 -3.709
H 4.204 -4.225 0.274
H -4.850 -0.399 2.150
H 0.857 -3.422 3.808
H 7.748 -4.361 -2.106
H 0.035 -3.154 0.456
H 0.360 -2.254 2.575

Here are the Mulliken charges for atoms 1 to 2, given in e: As 1.2330; Fe -0.2793